{
  "formula": "CH2N2S",
  "method": "ωB97M-V with the def2-TZVPD basis set",
  "mol_weight_g_mol": 74.1,
  "e_above_lowest_ev": 5.543,
  "total_energy_ev": -14878.03747,
  "gap_ev": [5.127, 5.159],
  "e_homo_ev": [-8.52, -8.54],
  "lumo_energy_ev": [-3.40, -3.38],
  "elements": ["S", "N", "N", "C", "H", "H"],
  "positions_angstrom": [[-3.165, -1.242, -0.194], [1.765, 0.934, -0.062], [0.913, 0.060, -0.051], [0.019, -0.535, 0.416], [-0.853, -1.045, 0.220], [1.321, 1.829, -0.328]],
  "forces_ev_per_angstrom": [[-0.39, -0.06, -0.08], [2.24, 1.41, -1.61], [-1.46, 0.77, 1.88], [0.50, -0.23, 0.10], [-1.15, -1.40, -0.53], [0.26, -0.48, 0.24]],
  "mulliken_charge": [-0.01, -0.78, 0.46, 0.08, 0.02, 0.23]
}